{"formula": "C44H53N4O2Si", "method": "wB97M-V/def2-TZVPD", "orbital_gap_ev": 5.0, "charge": 1, "e_homo_ev": -9.724, "fmax_ev_per_a": 2.6, "lumo_ev": -4.709, "elements": ["C", "N", "C", "O", "C", "C", "C", "C", "N", "C", "C", "C", "C", "C", "C", "N", "C", "C", "C", "C", "C", "C", "C", "C", "C", "C", "C", "C", "H", "H", "H", "H", "H", "H", "H", "H", "H", "H", "H", "H", "H", "H", "H", "H", "H", "H", "H", "H", "H", "H", "H", "H", "H", "H", "C", "Si", "C", "C", "O", "C", "C", "C", "C", "C", "C", "C", "C", "C", "C", "C", "C", "C", "C", "C", "C", "C", "N", "H", "H", "H", "H", "H", "H", "H", "H", "H", "H", "H", "H", "H", "H", "H", "H", "H", "H", "H", "H", "H", "H", "H", "H", "H", "H", "H"], "coordinates": [[5.219, -4.546, 0.691], [4.437, -3.397, 0.300], [4.162, -3.145, -1.019], [4.463, -3.865, -1.972], [3.436, -1.801, -1.062], [2.209, -1.682, -1.978], [2.454, -2.082, -3.384], [3.208, -1.437, -4.359], [3.241, -2.238, -5.483], [2.485, -3.388, -5.266], [2.298, -4.511, -6.058], [1.563, -5.576, -5.514], [1.007, -5.489, -4.222], [1.196, -4.355, -3.422], [1.952, -3.308, -3.953], [3.071, -1.617, 0.342], [2.382, -0.532, 0.734], [1.860, -0.374, 2.005], [0.845, 0.529, 2.326], [1.041, 1.325, 3.511], [0.774, 2.718, 3.500], [1.081, 3.512, 4.601], [1.770, 2.967, 5.692], [2.011, 1.581, 5.742], [1.612, 0.761, 4.690], [3.806, -2.491, 1.263], [2.907, -3.295, 2.226], [4.881, -1.734, 2.058], [5.595, -5.024, -0.220], [6.050, -4.226, 1.330], [4.613, -5.252, 1.273], [4.172, -1.023, -1.365], [1.385, -2.291, -1.568], [1.866, -0.633, -1.938], [3.745, -0.497, -4.292], [3.714, -2.013, -6.351], [2.732, -4.526, -7.053], [1.416, -6.480, -6.098], [0.421, -6.321, -3.826], [0.807, -4.249, -2.403], [2.336, 0.279, 0.010], [2.375, -0.879, 2.823], [0.037, 0.737, 1.627], [0.345, 3.151, 2.593], [0.791, 4.562, 4.588], [2.096, 3.605, 6.515], [2.517, 1.140, 6.604], [1.740, -0.331, 4.748], [2.248, -3.975, 1.669], [3.557, -3.882, 2.890], [2.280, -2.666, 2.858], [5.704, -1.450, 1.388], [4.478, -0.818, 2.497], [5.236, -2.381, 2.870], [0.498, 1.561, -1.604], [-1.289, 1.132, -1.874], [-2.134, 2.210, -3.093], [-1.621, -0.666, -2.183], [-1.892, 1.442, -0.369], [-3.070, 1.904, 0.236], [-3.003, 3.439, 0.374], [-1.801, 4.139, 0.225], [-1.801, 5.536, 0.277], [-2.972, 6.226, 0.597], [-4.143, 5.522, 0.900], [-4.152, 4.123, 0.819], [-4.283, 1.425, -0.587], [-5.020, 2.260, -1.444], [-6.054, 1.723, -2.227], [-6.314, 0.351, -2.236], [-5.489, -0.491, -1.485], [-4.525, 0.050, -0.626], [-3.067, 1.340, 1.668], [-2.327, 2.188, 2.743], [-2.203, 1.203, 3.904], [-2.360, -0.197, 3.274], [-2.368, 0.086, 1.841], [1.097, 1.295, -2.483], [0.634, 2.634, -1.397], [0.844, 0.992, -0.731], [-1.505, 2.210, -3.992], [-3.126, 1.811, -3.336], [-2.230, 3.233, -2.712], [-0.844, -1.060, -2.855], [-1.635, -1.258, -1.255], [-2.603, -0.757, -2.673], [-0.858, 3.600, 0.086], [-0.860, 6.054, 0.071], [-2.969, 7.318, 0.630], [-5.048, 6.051, 1.199], [-5.034, 3.535, 1.111], [-4.773, 3.323, -1.511], [-6.658, 2.407, -2.826], [-7.140, -0.059, -2.822], [-5.571, -1.574, -1.546], [-3.910, -0.618, -0.022], [-4.125, 1.291, 2.004], [-1.340, 2.411, 2.307], [-2.811, 3.141, 2.995], [-1.251, 1.280, 4.434], [-3.012, 1.409, 4.616], [-1.552, -0.897, 3.525], [-3.314, -0.650, 3.631], [-2.642, -0.719, 1.264]], "forces_ev_per_a": [[0.0, -0.1, 0.5], [-0.3, 0.1, -0.6], [0.3, -1.1, -1.0], [-0.4, 1.4, 1.6], [0.5, 0.4, -0.5], [-0.4, 0.4, 0.3], [0.3, 0.4, -1.0], [-0.7, -1.1, 0.8], [-0.1, 0.0, -0.2], [0.1, 0.4, 0.7], [-0.3, -0.5, 0.1], [0.3, 0.8, -0.1], [-0.1, 0.4, 0.5], [0.1, -0.3, -0.5], [0.7, 0.3, -0.4], [-0.3, 2.3, 0.6], [0.5, -2.3, -1.1], [-1.1, 0.9, 1.0], [2.1, 0.0, -0.7], [-0.2, 0.2, 2.0], [-0.1, -0.7, -0.3], [0.4, -0.1, 0.0], [-0.3, -0.4, -0.2], [-0.1, 0.1, -0.2], [0.0, 0.3, -0.5], [0.2, -1.3, 0.3], [-0.1, -0.3, -0.2], [0.0, 0.2, -0.2], [-0.1, 0.1, 0.3], [0.0, -0.1, -0.2], [0.1, 0.0, -0.3], [-0.2, -0.5, 0.1], [0.3, 0.2, 0.0], [0.1, -0.4, 0.1], [-0.1, -0.2, -0.2], [-0.2, -0.1, 0.4], [-0.1, -0.3, 0.1], [0.0, 0.2, 0.1], [0.2, 0.2, -0.2], [0.0, -0.4, -0.4], [-0.6, -0.5, -0.1], [0.0, 0.6, -0.2], [0.2, 0.4, -0.2], [0.2, 0.0, 0.5], [0.3, -0.2, 0.0], [-0.2, -0.2, -0.2], [-0.3, 0.2, -0.2], [0.0, 0.6, 0.1], [0.2, 0.2, 0.1], [-0.3, 0.1, -0.2], [0.2, -0.2, -0.1], [-0.2, -0.1, 0.3], [0.1, -0.1, 0.1], [0.1, 0.3, -0.3], [0.4, 0.0, -0.2], [-0.9, 0.1, 1.0], [0.2, 0.0, -0.5], [0.3, -0.2, -0.4], [0.4, 0.1, 0.6], [0.3, 0.6, -0.2], [-0.4, -0.1, 0.4], [-0.4, 0.1, -0.2], [0.0, -0.2, 0.2], [0.0, 0.1, -0.1], [0.2, -0.5, 0.1], [0.4, 0.2, -0.3], [0.1, 0.1, -0.3], [0.0, -0.4, 0.1], [0.1, 0.2, 0.2], [0.3, 0.1, 0.1], [0.1, 0.2, 0.4], [-0.2, -0.1, -0.4], [-0.7, 0.4, 1.0], [0.3, -0.3, -0.8], [-0.1, 0.1, 0.5], [-0.6, -0.2, 0.1], [0.3, -1.1, -0.2], [0.1, 0.1, 0.2], [-0.1, -0.3, -0.1], [-0.2, 0.2, -0.3], [-0.3, 0.2, -0.1], [0.2, 0.2, 0.0], [0.0, -0.1, -0.1], [-0.3, -0.2, 0.1], [0.1, 0.2, -0.3], [0.3, -0.1, 0.1], [-0.5, 0.1, -0.3], [-0.4, 0.0, 0.2], [0.0, -0.4, 0.0], [0.3, -0.1, -0.1], [0.3, 0.4, -0.4], [-0.2, -0.4, 0.1], [0.2, -0.3, 0.1], [0.4, 0.1, 0.1], [-0.2, 0.2, 0.0], [-0.4, 0.2, -0.3], [0.1, -0.1, -0.2], [-0.5, 0.0, 0.2], [0.1, -0.4, 0.0], [-0.3, 0.2, 0.0], [0.3, -0.2, 0.0], [-0.1, 0.2, 0.0], [0.5, 0.1, -0.2], [0.0, 0.8, 0.5]]}